1.
Below is C9H58FeO20 as an isolated structure at a distorted geometry, with properties calculated with ωB97M-V/def2-TZVPD.

Geometry (Å):
Fe (-4.6983, -26.1023, -25.1727)
O (0.6964, -27.9633, -25.2644)
O (-7.5349, -29.1258, -27.1400)
O (-2.4901, -23.0434, -27.4188)
O (-1.1838, -26.6868, -27.0950)
O (-5.4998, -24.7855, -23.8438)
O (-3.0924, -24.7023, -25.3983)
O (-1.1905, -23.9028, -23.6042)
O (-2.2722, -26.6419, -21.4321)
O (-8.5643, -27.0275, -23.5915)
O (-3.7927, -27.1114, -23.5779)
O (-6.4593, -27.3633, -25.1918)
O (-7.8288, -24.4387, -22.7410)
O (-5.5922, -24.9154, -26.7534)
O (-5.4687, -28.2796, -28.8012)
O (-5.5877, -20.5326, -26.7829)
O (-8.2341, -24.5210, -26.3549)
O (-4.0358, -32.3416, -27.9174)
O (-4.0858, -22.7907, -23.0726)
O (-3.8942, -29.7635, -23.5590)
O (-3.8578, -27.3742, -26.6102)
C (-5.2369, -24.6848, -28.1349)
C (-7.6275, -24.3763, -21.3737)
C (-0.0380, -27.4509, -24.1541)
C (-5.2695, -21.5540, -25.8516)
C (-9.9053, -26.7946, -23.9382)
C (-4.7867, -30.7086, -22.9488)
C (-4.8712, -31.3338, -27.4171)
C (-2.7527, -21.9486, -28.2890)
C (-0.9231, -25.7216, -28.0234)
H (-0.6153, -26.5679, -24.4284)
H (-6.8053, -23.6939, -21.1581)
H (-2.4700, -24.3977, -24.7378)
H (-5.8972, -22.4437, -25.9031)
H (-2.9431, -24.1298, -26.1507)
H (-10.3098, -27.5623, -24.5978)
H (-8.9554, -25.0158, -26.7437)
H (-8.0559, -29.8390, -27.5090)
H (-7.4371, -25.3642, -20.9541)
H (-8.1691, -23.5672, -22.9560)
H (-8.5873, -24.1414, -20.9137)
H (-4.1695, -24.8231, -28.3073)
H (-4.3334, -22.0194, -26.1603)
H (-6.5684, -27.9938, -25.9036)
H (-6.2897, -24.7828, -23.3032)
H (-2.9639, -27.5931, -26.8736)
H (-5.0327, -23.9895, -23.5901)
H (-10.4316, -26.7224, -22.9864)
H (-0.3425, -23.5049, -23.8011)
H (-0.2240, -25.9256, -28.8345)
H (-5.7010, -25.3938, -28.8205)
H (-6.5492, -24.8398, -26.7515)
H (-4.3545, -30.3870, -27.2604)
H (-0.4357, -26.7268, -26.4946)
H (-0.5739, -28.1844, -23.5518)
H (-2.7914, -20.9618, -27.8279)
H (-3.8728, -28.0651, -23.5594)
H (0.9340, -28.8601, -25.0175)
H (-8.5119, -23.6068, -26.4121)
H (-1.8856, -25.5459, -28.5039)
H (-1.5949, -22.9516, -27.0844)
H (-5.3697, -28.1191, -29.7397)
H (-3.2259, -30.2677, -24.0288)
H (-3.2986, -26.8967, -22.7867)
H (-2.7169, -26.0622, -20.8137)
H (-3.5878, -22.1441, -28.9618)
H (-5.4761, -23.6669, -28.4428)
H (-3.7512, -31.8418, -28.6861)
H (-4.3931, -27.5931, -27.3729)
H (-5.7142, -31.2232, -28.0992)
H (-4.4675, -21.9626, -22.7815)
H (-5.0480, -19.7892, -26.5044)
H (-5.1650, -21.0387, -24.8968)
H (-5.4300, -31.7036, -26.5574)
H (-4.2507, -31.6023, -22.6293)
H (-7.9884, -28.3295, -27.4165)
H (-10.0692, -25.7876, -24.3218)
H (-7.3221, -27.3145, -24.7802)
H (-1.8660, -21.9065, -28.9216)
H (0.7713, -27.2019, -23.4676)
H (-3.2644, -22.8605, -22.5862)
H (-5.5680, -30.9770, -23.6600)
H (-1.6775, -27.1602, -20.8900)
H (-0.6069, -24.8016, -27.5317)
H (-5.2014, -30.1815, -22.0895)
H (-8.2600, -26.2361, -23.1413)
H (-6.4126, -28.3719, -28.6718)
H (-1.3413, -23.7017, -22.6806)

HOMO-LUMO gap (spin up / spin down) in eV: 9.12 / 8.29
<S²>: 6.006
Net charge: +2
HOMO energy (spin up / spin down) in eV: -13.944 / -13.113
Multiplicity: 5
Strongest force on any atom in eV Å⁻¹: 2.21
DFT total energy in a.u.: -3145.6415

List of Mulliken charges in e, atom by atom:
1. Fe 0.72
2. O -0.55
3. O -0.60
4. O -0.44
5. O -0.38
6. O -0.21
7. O 0.84
8. O -0.44
9. O -0.51
10. O -0.55
11. O -0.37
12. O -0.11
13. O -0.41
14. O 0.54
15. O -0.54
16. O -0.53
17. O -0.57
18. O -0.53
19. O -0.45
20. O -0.43
21. O 0.06
22. C -0.65
23. C -0.70
24. C -0.28
25. C -0.08
26. C -0.79
27. C -0.66
28. C -0.29
29. C -0.89
30. C -0.36
31. H -0.10
32. H 0.27
33. H -0.11
34. H -0.20
35. H 0.08
36. H 0.34
37. H 0.25
38. H 0.25
39. H 0.27
40. H 0.21
41. H 0.34
42. H -0.11
43. H 0.14
44. H 0.11
45. H 0.36
46. H 0.14
47. H 0.13
48. H 0.30
49. H 0.24
50. H 0.35
51. H 0.32
52. H 0.07
53. H -0.03
54. H 0.18
55. H 0.21
56. H 0.31
57. H 0.25
58. H 0.32
59. H 0.26
60. H 0.04
61. H 0.15
62. H 0.27
63. H 0.22
64. H 0.17
65. H 0.24
66. H 0.27
67. H 0.30
68. H 0.32
69. H 0.05
70. H 0.26
71. H 0.25
72. H 0.33
73. H 0.29
74. H 0.27
75. H 0.33
76. H 0.25
77. H 0.25
78. H 0.29
79. H 0.38
80. H 0.40
81. H 0.12
82. H 0.22
83. H 0.25
84. H 0.10
85. H 0.26
86. H 0.30
87. H 0.26
88. H 0.20

=====

2.
Below is a 2-piece molecular cluster, C9H5Cl2F3 overall at a distorted geometry, with properties calculated with ωB97M-V/def2-TZVPD.

Geometry (Å):
Cl (-3.5340, 1.2420, -2.4882)
Cl (2.1800, -0.5096, -1.2659)
F (2.3016, 2.0448, -1.0442)
F (3.1574, 0.9614, 0.5704)
F (-1.3521, 1.3938, -3.6545)
C (-1.1359, 0.2140, -1.6060)
C (-0.6651, -0.1423, -0.3997)
C (-0.0320, 0.7649, 0.5064)
C (2.0844, 0.9199, -0.2581)
C (-1.7899, 0.8540, -2.5397)
C (0.0194, 0.4194, 1.8972)
C (0.0462, -0.9464, 2.2207)
C (-0.4912, -1.5903, -0.0850)
C (-0.1020, -1.9296, 1.2199)
H (-0.1218, 1.1892, 2.6677)
H (0.3294, -2.9191, 1.5494)
H (0.2272, -1.2369, 3.2073)
H (-0.8011, -2.5002, -0.7067)
H (-0.3204, 1.7709, 0.2088)

HOMO-LUMO gap (spin up / spin down) in eV: 6.58 / 6.86
HOMO energy (spin up / spin down) in eV: -8.340 / -8.602
Strongest force on any atom in eV Å⁻¹: 3.85
DFT total energy in a.u.: -1565.7324
Energy relative to the best compared isomer or geometry (same formula, charge and spin) in kcal/mol: 16.2

List of natural (NBO) charges in e, atom by atom:
1. Cl -0.03
2. Cl -0.03
3. F -0.35
4. F -0.33
5. F -0.29
6. C -0.01
7. C -0.10
8. C -0.20
9. C 0.63
10. C 0.34
11. C -0.21
12. C -0.19
13. C -0.17
14. C -0.22
15. H 0.23
16. H 0.23
17. H 0.22
18. H 0.24
19. H 0.24

=====

3.
Below is C9H5Cl9Cr2O4 as an isolated structure at a distorted geometry, with properties calculated with ωB97M-V/def2-TZVPD.

Geometry (Å):
Cr (-19.3242, -12.8172, 15.8923)
Cr (-23.0865, -19.0020, 15.7211)
Cl (-20.1269, -22.1315, 15.9710)
Cl (-20.5091, -13.5644, 20.9343)
Cl (-22.2275, -15.5566, 22.1661)
Cl (-24.8752, -16.5558, 19.8173)
Cl (-27.2897, -17.0216, 18.3723)
Cl (-25.4830, -19.2629, 18.9688)
Cl (-20.0722, -21.3715, 13.1308)
Cl (-17.6410, -22.1527, 14.5101)
Cl (-22.9603, -12.6520, 22.2288)
O (-18.6012, -14.8836, 15.6343)
O (-21.0060, -18.8447, 15.6257)
O (-22.6831, -17.9338, 17.3689)
O (-20.4880, -13.8293, 17.4557)
C (-22.2197, -14.0009, 21.3262)
C (-20.5689, -15.0519, 17.0799)
C (-21.6880, -17.1813, 17.1522)
C (-19.1724, -21.3282, 14.6855)
C (-21.5809, -15.8378, 17.5605)
C (-25.6209, -17.5004, 18.5504)
C (-19.4757, -15.6508, 16.2100)
C (-20.6420, -17.7753, 16.1692)
C (-19.5411, -16.9510, 15.8057)
H (-22.7361, -14.0857, 20.3786)
H (-22.2784, -15.5331, 18.3286)
H (-19.0158, -20.2896, 14.9421)
H (-18.8593, -17.2866, 15.0360)
H (-25.1671, -17.3362, 17.5804)

HOMO-LUMO gap (spin up / spin down) in eV: 5.40 / 6.17
<S²>: 20.051
Net charge: +2
HOMO energy (spin up / spin down) in eV: -15.159 / -15.159
Multiplicity: 9
Strongest force on any atom in eV Å⁻¹: 3.29
DFT total energy in a.u.: -6876.8454
Energy relative to the best compared isomer or geometry (same formula, charge and spin) in kcal/mol: 21.7

List of natural (NBO) charges in e, atom by atom:
1. Cr 1.64
2. Cr 1.63
3. Cl 0.00
4. Cl -0.03
5. Cl 0.04
6. Cl 0.05
7. Cl 0.07
8. Cl -0.01
9. Cl 0.00
10. Cl 0.08
11. Cl 0.05
12. O -0.70
13. O -0.69
14. O -0.71
15. O -0.68
16. C -0.27
17. C 0.44
18. C 0.47
19. C -0.27
20. C -0.44
21. C -0.29
22. C 0.41
23. C 0.47
24. C -0.42
25. H 0.21
26. H 0.27
27. H 0.21
28. H 0.27
29. H 0.19

=====

4.
Below is one molecule with the formula C9H5IN2 at a distorted geometry, with properties calculated with ωB97M-V/def2-TZVPD.

Geometry (Å):
I (-4.3897, 0.5635, -0.5251)
N (-1.9990, 0.3337, 0.3365)
N (-1.7300, -0.4095, 1.4043)
C (-0.9773, 0.3104, -0.5936)
C (1.4396, -0.7628, -0.0987)
C (0.1869, -1.6734, 2.3102)
C (-1.1600, 0.7178, -1.8557)
C (2.8258, -1.0068, -0.0871)
C (2.1554, -1.4606, 0.9909)
C (0.1346, -0.4568, 0.0648)
C (1.5308, -1.9499, 2.1468)
C (-0.4771, -0.8540, 1.3150)
H (-0.4215, 0.8640, -2.5228)
H (3.5992, -1.3257, -0.7369)
H (2.1621, -2.2698, 3.0344)
H (-2.1399, 0.9559, -2.1018)
H (-0.3265, -2.1479, 3.1558)

HOMO-LUMO gap (spin up / spin down) in eV: 6.12 / 6.18
HOMO energy (spin up / spin down) in eV: -7.829 / -7.499
SMILES string: C=c1c2c3c(ccc2nn1I)=C3
Strongest force on any atom in eV Å⁻¹: 3.27
DFT total energy in a.u.: -752.9253
Energy relative to the best compared isomer or geometry (same formula, charge and spin) in kcal/mol: 41.2

List of natural (NBO) charges in e, atom by atom:
1. I -0.12
2. N -0.20
3. N -0.20
4. C 0.08
5. C 0.09
6. C -0.06
7. C -0.29
8. C -0.12
9. C 0.08
10. C -0.19
11. C -0.30
12. C 0.09
13. H 0.19
14. H 0.24
15. H 0.24
16. H 0.22
17. H 0.25

=====

5.
Below is C9H5IrN2O2S5 as an isolated structure, with properties calculated with ωB97M-V/def2-TZVPD.

Geometry (Å):
Ir (-1.6370, 0.4134, 0.8333)
S (-3.8269, 5.9421, 4.9916)
S (-3.4967, 4.6873, 2.3231)
S (-2.6241, 2.3480, 0.5409)
S (-1.7636, 0.8578, 2.9754)
S (-2.6562, 3.2311, 4.7018)
O (0.0637, -0.0748, -0.0681)
O (-2.0210, -1.3196, -0.0929)
N (-0.0008, -1.2110, -0.7414)
N (-1.0609, -1.8823, -0.7775)
C (-2.4382, 2.4242, 3.1684)
C (3.4807, -2.4451, -2.7285)
C (1.1919, -1.6520, -1.4335)
C (3.4700, -1.2647, -2.0017)
C (2.3335, -3.2263, -2.8014)
C (2.3187, -0.8561, -1.3445)
C (-3.3297, 4.7056, 4.0589)
C (1.1749, -2.8363, -2.1529)
C (-2.8252, 3.0946, 2.0732)
H (4.3814, -2.7588, -3.2390)
H (2.2894, 0.0591, -0.7735)
H (2.3386, -4.1480, -3.3677)
H (0.2774, -3.4350, -2.2022)
H (4.3602, -0.6532, -1.9419)

HOMO-LUMO gap in eV: 6.94
HOMO energy in eV: -7.887
Strongest force on any atom in eV Å⁻¹: 0.53
DFT total energy in a.u.: -2701.1191
Energy relative to the best compared isomer or geometry (same formula, charge and spin) in kcal/mol: 0.8

List of natural (NBO) charges in e, atom by atom:
1. Ir 0.69
2. S -0.01
3. S 0.47
4. S 0.15
5. S 0.15
6. S 0.47
7. O -0.53
8. O -0.51
9. N 0.16
10. N 0.17
11. C -0.46
12. C -0.19
13. C 0.16
14. C -0.19
15. C -0.19
16. C -0.23
17. C -0.56
18. C -0.23
19. C -0.46
20. H 0.22
21. H 0.25
22. H 0.23
23. H 0.25
24. H 0.23

=====

6.
Below is one molecule with the formula C9H5N3S at a distorted geometry, with properties calculated with ωB97M-V/def2-TZVPD.

Geometry (Å):
S (2.5398, -1.2374, 1.4635)
N (4.7623, 0.9009, -0.7662)
N (-0.1745, 3.3159, 0.8065)
N (1.3817, 0.3898, -0.3952)
C (-2.1970, 0.5093, 0.4427)
C (0.1257, -0.0251, -0.1979)
C (-2.5525, -0.7637, 0.1683)
C (-0.9325, 0.9013, 0.2780)
C (3.7889, 0.4419, -0.3054)
C (-0.3506, -1.2906, -0.5449)
C (-0.4421, 2.2878, 0.5650)
C (2.5196, -0.1795, 0.2292)
C (-1.6622, -1.7092, -0.3066)
H (1.3703, 0.9991, -1.1738)
H (-3.5686, -1.1322, 0.0981)
H (0.3997, -1.9524, -0.6669)
H (-2.0081, -2.6609, -0.4719)
H (-3.0000, 1.2048, 0.7775)

HOMO-LUMO gap in eV: 8.54
HOMO energy in eV: -9.662
SMILES string: N#CC(=S)Nc1ccccc1C#N
Strongest force on any atom in eV Å⁻¹: 10.65
DFT total energy in a.u.: -908.3353
Energy relative to the best compared isomer or geometry (same formula, charge and spin) in kcal/mol: 0.0

List of natural (NBO) charges in e, atom by atom:
1. S 0.06
2. N -0.25
3. N -0.29
4. N -0.59
5. C -0.18
6. C 0.18
7. C -0.20
8. C -0.13
9. C 0.21
10. C -0.20
11. C 0.26
12. C -0.03
13. C -0.17
14. H 0.43
15. H 0.22
16. H 0.21
17. H 0.22
18. H 0.24

=====

7.
Below is a 2-piece molecular cluster, C9H5NO3 overall at a distorted geometry, with properties calculated with ωB97M-V/def2-TZVPD.

Geometry (Å):
O (-1.7001, -2.3438, -0.0894)
O (-3.6177, -0.0728, 1.1669)
O (-2.6695, 1.0375, 1.3463)
N (-3.1093, 1.1218, -2.1539)
C (1.2208, -1.4084, -0.1483)
C (2.7040, 0.5612, -0.1778)
C (-1.1925, -1.2836, 0.0470)
C (-3.1152, 0.6997, -1.0913)
C (2.4871, -0.8295, -0.2186)
C (0.3672, 0.7369, 0.3953)
C (1.6256, 1.3347, 0.2335)
C (0.1142, -0.6190, 0.0495)
C (-2.7039, 0.2362, 0.2175)
H (1.9231, 2.2965, 0.4168)
H (3.7347, 1.0911, -0.2289)
H (-0.4539, 1.4168, 0.7979)
H (0.9927, -2.4140, -0.2338)
H (3.3929, -1.5613, -0.3287)

HOMO-LUMO gap in eV: 8.45
HOMO energy in eV: -9.381
Strongest force on any atom in eV Å⁻¹: 4.12
DFT total energy in a.u.: -626.1898
Energy relative to the best compared isomer or geometry (same formula, charge and spin) in kcal/mol: 78.9

List of natural (NBO) charges in e, atom by atom:
1. O -0.45
2. O -0.23
3. O -0.25
4. N -0.26
5. C -0.14
6. C -0.15
7. C 0.70
8. C 0.18
9. C -0.22
10. C -0.12
11. C -0.23
12. C -0.25
13. C 0.27
14. H 0.22
15. H 0.23
16. H 0.24
17. H 0.23
18. H 0.23

=====

8.
Below is C9H5NO4SSn as an isolated structure at a distorted geometry, with properties calculated with ωB97M-V/def2-TZVPD.

Geometry (Å):
Sn (-0.1308, -0.3422, -2.0058)
S (-0.1932, 1.6858, -0.6375)
O (-2.7085, -1.6185, -1.3078)
O (-0.1004, 3.3984, -3.9988)
O (-0.1316, -1.7585, -4.6041)
O (2.4174, -1.6651, -1.2863)
N (-1.1110, 0.2782, 1.3484)
C (1.4259, -1.1503, -1.5663)
C (1.2095, 0.8612, 1.4193)
C (-1.0042, -0.3833, 2.5338)
C (-0.0351, 0.8944, 0.7770)
C (1.3330, 0.1911, 2.6374)
C (-1.7055, -1.1220, -1.5796)
C (-0.1314, -1.2089, -3.5958)
C (-0.1122, 2.3873, -3.4476)
C (0.2221, -0.4377, 3.1996)
H (-1.8714, -0.8670, 2.9643)
H (2.0725, 1.3510, 0.9856)
H (2.2883, 0.1609, 3.1447)
H (0.3092, -0.9604, 4.1433)
H (-2.0431, 0.3064, 0.8766)

HOMO-LUMO gap (spin up / spin down) in eV: 5.88 / 5.88
Net charge: +2
HOMO energy (spin up / spin down) in eV: -15.421 / -15.421
Strongest force on any atom in eV Å⁻¹: 12.71
DFT total energy in a.u.: -1313.1980

List of Mulliken charges in e, atom by atom:
1. Sn 1.63
2. S -0.20
3. O -0.17
4. O -0.11
5. O -0.15
6. O -0.16
7. N -0.04
8. C 0.31
9. C -0.45
10. C -0.28
11. C 0.16
12. C -0.20
13. C 0.24
14. C -0.28
15. C 0.06
16. C -0.52
17. H 0.44
18. H 0.48
19. H 0.45
20. H 0.43
21. H 0.36